No. 1
This record from the OMol25 dataset describes a single C26H29N3O3 molecule. The level of theory is ωB97M-V/def2-TZVPD.

Atoms and positions in Å:
C: 3.9977 7.6028 4.8309
O: 4.5925 6.3848 4.4460
C: 3.9140 5.4649 3.6998
C: 4.6785 4.3586 3.3392
C: 4.1633 3.3247 2.5867
C: 2.8396 3.3775 2.1677
N: 2.3378 2.3164 1.4056
C: 1.1088 2.1710 0.8340
O: 0.2162 2.9950 0.8918
C: 0.9476 0.8888 0.0864
C: 0.1350 0.8926 -1.0449
C: -0.0545 -0.2614 -1.7763
C: 0.5417 -1.4537 -1.3796
C: 0.3341 -2.7005 -2.1945
N: -1.0415 -2.8091 -2.6438
C: -1.2175 -3.8182 -3.6703
C: -2.6612 -3.7789 -4.1866
N: -3.5968 -4.0166 -3.1085
C: -3.9754 -5.3163 -2.7960
C: -4.3258 -6.2026 -3.8229
C: -4.7636 -7.4811 -3.5476
C: -4.8808 -7.9224 -2.2399
C: -4.5564 -7.0545 -1.2136
C: -4.1082 -5.7744 -1.4812
C: -3.3884 -3.0333 -2.0693
C: -1.9524 -3.0588 -1.5398
C: 1.3252 -1.4648 -0.2336
C: 1.5345 -0.3056 0.4918
C: 2.0590 4.4715 2.5213
C: 2.5711 5.5153 3.2798
O: 1.8106 6.5982 3.6386
C: 0.4735 6.6576 3.2028
H: 3.6835 8.1911 3.9662
H: 3.1417 7.4464 5.4904
H: 4.7784 8.1396 5.3702
H: 5.7034 4.3380 3.6734
H: 4.7882 2.4832 2.3257
H: 3.0103 1.5841 1.2262
H: -0.3360 1.8191 -1.3367
H: -0.6779 -0.2606 -2.6568
H: 0.9701 -2.6426 -3.0855
H: 0.6514 -3.5873 -1.6150
H: -0.5304 -3.6049 -4.4930
H: -1.0010 -4.8341 -3.2882
H: -2.7811 -4.5192 -4.9747
H: -2.8636 -2.7859 -4.6004
H: -4.2771 -5.8805 -4.8520
H: -5.0256 -8.1379 -4.3649
H: -5.2237 -8.9232 -2.0263
H: -4.6424 -7.3772 -0.1856
H: -3.8539 -5.1386 -0.6476
H: -4.1073 -3.1776 -1.2639
H: -3.5703 -2.0498 -2.5159
H: -1.8173 -2.2746 -0.7917
H: -1.7441 -4.0360 -1.0661
H: 1.7757 -2.3898 0.0978
H: 2.1262 -0.3510 1.3958
H: 1.0374 4.4897 2.1866
H: 0.4038 6.6585 2.1111
H: -0.1189 5.8293 3.6029
H: 0.0867 7.5990 3.5911

Multiplicity: 1
Gap between HOMO and LUMO: 0.3028 Eh
Calculated total energy: -38045.0722 eV
E_LUMO: 0.63 eV
ΔE to the lowest compared entry with this formula, charge and spin: 1.769 eV
Total charge: 0

=====

No. 2
This record from the OMol25 dataset describes C26H30Br2N4O8PRb as an isolated structure. The level of theory is ωB97M-V/def2-TZVPD.

Atoms and positions in Å:
Rb: -0.0446 -0.0895 -0.8938
O: 1.2489 0.3614 -4.5218
C: 0.7387 -0.6364 -5.3792
C: 0.5397 -1.9802 -4.6991
N: -0.3898 -1.9816 -3.5803
C: -1.7153 -1.5041 -3.9564
C: -1.8998 0.0287 -4.0440
O: -2.8740 0.4252 -4.6965
O: -1.0665 0.7486 -3.4083
C: -0.4526 -3.3330 -3.0366
C: -1.0540 -3.5040 -1.6257
O: -1.0506 -4.6819 -1.2056
O: -1.4465 -2.4814 -1.0154
H: 0.4622 0.6252 -3.9755
H: 1.4566 -0.7803 -6.1934
H: -0.1998 -0.2994 -5.8341
H: 1.5085 -2.3282 -4.3269
H: 0.2138 -2.6948 -5.4852
H: -2.4131 -1.8364 -3.1863
H: -2.0466 -1.9414 -4.9132
H: 0.5653 -3.7260 -2.9682
H: -0.9967 -4.0171 -3.7116
O: -2.7689 5.3470 4.9631
C: -1.7419 4.6734 5.1759
O: -1.0856 4.5251 6.2270
C: -1.2054 3.8866 3.9532
C: -0.0692 3.0976 4.0532
C: 0.3829 2.4003 2.9382
N: -0.2271 2.4499 1.7542
C: -1.3120 3.2165 1.6525
C: -1.8330 3.9439 2.7192
C: -1.9714 3.2253 0.3148
C: -3.3558 3.1476 0.2121
C: -3.9284 3.0288 -1.0469
C: -3.1071 3.0095 -2.1583
C: -1.7382 3.1450 -1.9575
N: -1.1735 3.2461 -0.7590
C: 1.6072 1.5526 3.0193
C: 1.9326 0.8900 4.2038
C: 3.0864 0.1302 4.2537
C: 3.8790 0.0424 3.1208
C: 3.4697 0.7306 1.9885
N: 2.3727 1.4732 1.9309
H: 0.4436 3.0690 5.0055
H: -2.7090 4.5705 2.6151
H: -3.9625 3.1324 1.1079
H: -5.0017 2.9198 -1.1493
H: -3.4837 2.8391 -3.1579
H: -1.0695 3.1230 -2.8065
H: 1.2793 0.9681 5.0624
H: 3.3558 -0.3960 5.1623
H: 4.7860 -0.5484 3.1046
H: 4.0562 0.6828 1.0766
Br: 2.9073 2.1467 -1.6786
C: 3.6235 0.6354 -2.6306
Br: 3.4990 -0.9922 -1.5910
H: 4.6700 0.8171 -2.8342
H: 3.0110 0.4917 -3.5155
C: 1.0261 -4.2217 1.2126
P: 0.4691 -2.7190 2.0304
C: 1.0974 -2.8447 3.7265
C: -1.3136 -2.8813 2.1566
O: 0.9222 -1.4591 1.3737
H: 0.8707 -5.0902 1.8562
H: 2.0881 -4.1246 0.9815
H: 0.4466 -4.3671 0.2947
H: 0.7491 -3.7568 4.2137
H: 0.7589 -1.9741 4.2888
H: 2.1876 -2.8336 3.7006
H: -1.5917 -3.8156 2.6475
H: -1.6982 -2.8721 1.1305
H: -1.7144 -2.0336 2.7145

Multiplicity: 1
Gap between HOMO and LUMO: 0.2588 Eh
Calculated total energy: -199825.5437 eV
E_LUMO: 3.51 eV
ΔE to the lowest compared entry with this formula, charge and spin: 0.145 eV
Total charge: -2

=====

No. 3
This record from the OMol25 dataset describes a 2-piece molecular cluster, C26H30Cl2FN5O9P overall in a non-equilibrium geometry. The level of theory is ωB97M-V/def2-TZVPD.

Atoms and positions in Å:
C: -3.6928 -2.2528 3.6742
C: -3.4989 -3.7427 3.1438
O: -3.9267 -3.8750 1.7627
P: -2.6250 -3.7350 0.7063
O: -1.9181 -5.0482 0.7489
C: -1.4470 -2.4129 1.2772
C: -0.1104 -2.3263 0.4278
C: 0.0787 -0.8485 -0.1036
N: 1.0000 0.0061 0.6975
C: 0.5190 0.9435 1.7335
O: 0.9188 2.0376 1.7972
N: -0.5191 0.5696 2.7018
C: -0.0785 -0.4444 3.6063
O: -0.4490 -0.5588 4.7074
F: 0.8986 -1.3413 3.1783
C: 2.2900 -0.0377 0.4810
N: 2.9948 -0.8329 -0.4682
C: 3.8509 0.2275 -1.1167
C: 3.3274 0.4762 -2.5583
C: 2.4585 1.5805 -2.8504
C: 1.8615 1.8759 -4.1454
C: 2.2937 0.9160 -5.1864
C: 3.2094 -0.1271 -4.7550
N: 3.7108 -0.3950 -3.5297
C: 3.9079 1.4229 -0.1013
N: 3.3328 0.7382 1.1071
C: 4.2472 0.0445 1.9704
Cl: 5.6758 -0.8856 1.3985
C: 4.0746 0.0984 3.3206
C: 5.0886 -0.6231 4.2761
Cl: 2.7581 0.9925 4.1145
O: -3.2665 -3.4656 -0.7903
C: -3.3274 -2.0578 -1.1647
C: -4.2591 -1.1659 -0.2572
H: -4.3672 -2.2143 4.5624
H: -4.1391 -1.6018 2.8710
H: -2.7059 -1.8099 3.9912
H: -2.4498 -4.1137 3.2861
H: -4.2024 -4.3820 3.7412
H: -1.9989 -1.4367 1.2506
H: -1.1482 -2.6533 2.3351
H: -0.2580 -2.9773 -0.4805
H: 0.8008 -2.6977 0.9519
H: -0.8918 -0.2796 -0.1717
H: 0.4310 -0.9322 -1.1708
H: -1.4031 0.3333 2.2404
H: 2.4375 -1.2412 -1.2264
H: 4.9314 -0.0159 -1.2906
H: 2.1929 2.2647 -2.0051
H: 1.1657 2.7409 -4.3343
H: 1.9211 1.0081 -6.2337
H: 3.5495 -0.8227 -5.5684
H: 3.1199 2.2108 -0.2773
H: 4.8483 2.0025 0.0358
H: 4.7596 -0.5627 5.3479
H: 5.2171 -1.7032 4.0189
H: 6.0872 -0.1086 4.2252
H: -2.2839 -1.6443 -1.2724
H: -3.7678 -2.0382 -2.1989
H: -3.6475 -0.3606 0.2486
H: -4.7879 -1.7454 0.5388
H: -5.0063 -0.6074 -0.8830
C: -1.6203 5.1752 -2.0768
C: -2.8909 4.9817 -1.5656
C: -3.6540 3.8104 -2.2192
O: -4.7715 3.4317 -1.8484
C: -3.0222 3.1171 -3.3358
C: -1.7647 3.3263 -3.8474
C: -0.9634 4.4226 -3.1247
O: 0.2252 4.6892 -3.4037
O: -1.2047 2.7271 -4.8088
O: -3.4606 5.6317 -0.6554
H: -1.0040 5.9710 -1.6680
H: -3.6517 2.3515 -3.7819

Multiplicity: 1
Gap between HOMO and LUMO: 0.0710 Eh
Calculated total energy: -90373.5028 eV
E_LUMO: -0.44 eV
Total charge: -1